No. 1
{
  "formula": "C2H4N2O2",
  "method": "ωB97M-V/def2-TZVPD",
  "symbols": ["N", "N", "C", "C", "O", "O", "H", "H", "H", "H"],
  "xyz": [[-0.95374, 0.88416, -1.07382], [-0.26983, 1.41281, 0.05681], [0.56031, 0.72503, 0.72088], [0.84396, -0.73202, 0.59122], [1.85988, -1.12685, 1.05181], [-0.30428, -1.21574, -0.22123], [-0.72648, -0.12234, -1.00292], [-1.98179, 1.23426, -1.23965], [0.91675, 1.15913, 1.70222], [0.05523, -2.21844, -0.58532]],
  "atomic_forces_ev_per_a": [[-0.3, 1.5, 1.1], [-2.3, 0.8, -1.7], [-0.5, 0.1, 1.8], [-1.4, 3.5, -0.9], [-0.6, -2.6, -0.6], [5.4, -7.3, 0.9], [-1.6, 1.1, -1.4], [3.2, -0.7, 1.0], [0.1, -0.2, -1.5], [-1.8, 3.8, 1.4]],
  "smiles": "N/N=C\\C(=O)O",
  "fmax_ev_per_a": 9.1,
  "e_lumo_ev": 0.2,
  "e_above_lowest_kcal_mol": 101.41,
  "homo_lumo_gap_ha": 0.3433
}

No. 2
{
  "formula": "C2H4N2O2",
  "method": "ωB97M-V/def2-TZVPD",
  "symbols": ["C", "N", "O", "C", "N", "O", "H", "H", "H", "H"],
  "xyz": [[0.23952, -1.95117, -0.14060], [-0.23204, -0.73829, -0.19539], [0.65994, 0.16906, 0.26606], [0.38733, 1.40741, 0.52599], [-0.39388, 2.20956, 0.00609], [-1.32909, 1.48140, -0.90172], [1.17695, -2.22351, 0.25105], [-0.41002, -2.76735, -0.20370], [1.28685, 1.99178, 0.98247], [-1.38556, 0.42112, -0.59024]],
  "atomic_forces_ev_per_a": [[-1.0, 2.9, 0.6], [-0.4, -3.0, 0.3], [2.6, -2.8, 0.4], [3.2, 3.7, 0.8], [-3.7, -0.7, -2.1], [0.3, -1.8, 1.9], [1.5, 0.4, 0.3], [-1.3, -0.7, -1.0], [-1.6, -1.7, -0.1], [0.4, 3.8, -1.1]],
  "smiles": "C=NO/C=N\\O",
  "fmax_ev_per_a": 4.9,
  "e_lumo_ev": 0.1,
  "e_above_lowest_kcal_mol": 155.13,
  "homo_lumo_gap_ha": 0.3478
}

No. 3
{
  "formula": "C2H4N2O2",
  "method": "ωB97M-V/def2-TZVPD",
  "symbols": ["H", "N", "C", "N", "O", "C", "O", "H", "H", "H"],
  "xyz": [[1.01707, 1.22590, 2.20610], [0.77919, 0.32634, 1.74178], [0.31947, 0.83402, 0.55580], [-0.57636, -0.00156, -0.45876], [-0.14738, 0.35643, -1.77416], [-0.42359, -1.46185, -0.12037], [-0.26539, -1.58736, 1.11066], [0.58713, 1.77848, 0.06584], [-0.98236, 0.61334, -2.24233], [-0.30778, -2.08373, -1.08457]],
  "atomic_forces_ev_per_a": [[0.9, -0.6, -0.1], [-2.4, 4.4, -4.5], [0.3, -3.8, 2.2], [2.5, -0.2, 2.1], [-1.3, -0.2, -0.2], [1.4, 3.1, 2.9], [-1.7, -2.6, -5.1], [-0.5, -0.1, 0.5], [1.0, -0.3, 0.7], [-0.3, 0.2, 1.7]],
  "smiles": "[H]/N=C/N(O)C=O",
  "fmax_ev_per_a": 6.7,
  "e_lumo_ev": 0.6,
  "e_above_lowest_kcal_mol": 128.98,
  "homo_lumo_gap_ha": 0.3612
}

No. 4
{
  "formula": "C2H4N2O2",
  "method": "ωB97M-V/def2-TZVPD",
  "symbols": ["N", "C", "N", "O", "C", "O", "H", "H", "H", "H"],
  "xyz": [[-1.95745, 0.17594, 0.15758], [-0.68334, 0.30306, -0.28176], [0.32124, 0.54309, 0.53660], [1.48418, 0.60071, -0.29609], [1.96335, -0.61176, 0.08861], [3.13609, -0.94666, 0.04208], [-2.09576, 0.27205, 1.15693], [-2.70394, 0.50785, -0.43864], [-0.62379, 0.53375, -1.35812], [1.15943, -1.37802, 0.39281]],
  "atomic_forces_ev_per_a": [[-0.1, -0.3, 0.5], [0.5, 2.7, 0.8], [-3.5, 0.5, -1.7], [0.3, -1.4, 1.2], [3.2, -2.9, -0.7], [-2.1, 1.1, 0.0], [-0.1, 0.0, -0.2], [0.3, -0.2, 0.2], [0.5, -0.8, 0.3], [1.1, 1.2, -0.4]],
  "smiles": "N/C=N/OC=O",
  "fmax_ev_per_a": 4.3,
  "e_lumo_ev": 0.6,
  "e_above_lowest_kcal_mol": 85.77,
  "homo_lumo_gap_ha": 0.3869
}

No. 5
{
  "formula": "C2H4N2O2",
  "method": "ωB97M-V/def2-TZVPD",
  "symbols": ["N", "C", "O", "N", "C", "O", "H", "H", "H", "H"],
  "xyz": [[-0.26450, 0.63339, 1.35877], [-0.03232, 1.03164, 0.07857], [-0.12455, 2.14946, -0.34375], [0.53134, 0.01029, -0.75617], [0.24806, -1.33473, -0.66752], [-0.00690, -1.93840, 0.34355], [-0.15151, -0.34631, 1.56628], [-0.95658, 1.24641, 1.76501], [0.54857, 0.37780, -1.70099], [0.20838, -1.82957, -1.64375]],
  "atomic_forces_ev_per_a": [[-0.3, 0.8, -0.9], [1.5, -1.1, 0.8], [-0.6, 0.5, -0.4], [-0.7, 0.4, -0.5], [-0.4, 0.1, -0.1], [0.1, 0.0, 0.3], [-0.4, -0.1, 0.2], [0.2, -0.4, 0.7], [0.3, -0.2, 0.0], [0.3, -0.1, -0.2]],
  "smiles": "NC(=O)NC=O",
  "fmax_ev_per_a": 2.0,
  "e_lumo_ev": 0.7,
  "e_above_lowest_kcal_mol": 6.15,
  "homo_lumo_gap_ha": 0.4149
}

No. 6
{
  "formula": "C2H4N2O2S",
  "method": "ωB97M-V/def2-TZVPD",
  "symbols": ["N", "C", "S", "O", "N", "C", "O", "H", "H", "H", "H"],
  "xyz": [[-0.25815, -1.80868, 0.41764], [-0.05876, -0.91159, -0.58205], [0.40061, -1.39551, -2.08369], [-0.14880, 0.40888, -0.36941], [-0.48978, 0.76110, 1.02264], [0.33562, 1.75870, 1.58920], [0.01097, 2.91428, 2.07312], [-0.73492, -2.87456, -0.05993], [-0.93096, -1.75754, 1.25304], [-1.46984, 1.11524, 0.85327], [1.40289, 1.51005, 1.53800]],
  "atomic_forces_ev_per_a": [[-4.2, -5.3, 0.4], [0.1, -1.0, -0.8], [-0.1, 0.3, 0.0], [0.7, 0.6, 1.8], [-2.4, 1.2, -0.8], [-0.1, 4.9, 0.8], [0.5, -5.9, -2.1], [2.7, 4.4, 1.5], [1.7, 1.3, -1.6], [1.3, -0.3, 0.8], [-0.2, -0.2, 0.0]],
  "smiles": "NC(=S)ONC=O",
  "fmax_ev_per_a": 6.8,
  "e_lumo_ev": -0.1,
  "e_above_lowest_kcal_mol": 87.06,
  "homo_lumo_gap_ha": 0.3233
}

No. 7
{
  "formula": "C2H4N2O2S2",
  "method": "ωB97M-V/def2-TZVPD",
  "symbols": ["O", "C", "O", "C", "N", "S", "N", "S", "H", "H", "H", "H"],
  "xyz": [[-1.88392, 0.90409, 0.62079], [-0.85276, 1.05249, 0.01359], [-0.55296, 2.15946, -0.67383], [0.25036, 0.02609, -0.03361], [1.43272, 0.46772, -0.10000], [2.70955, -0.66264, -0.06395], [-0.13166, -1.28707, 0.16659], [-1.57419, -1.98218, -0.42200], [-1.28762, 2.76080, -0.54284], [3.65972, 0.25055, -0.04482], [0.57362, -1.93417, 0.45988], [-2.34286, -1.75514, 0.62020]],
  "atomic_forces_ev_per_a": [[0.4, 0.0, -0.1], [-0.4, 0.1, 0.0], [0.4, -0.4, 0.0], [-0.5, -0.4, 0.2], [0.8, 0.0, 0.0], [-0.7, -0.2, 0.0], [-0.5, 0.1, -0.2], [0.8, 0.0, -0.6], [-0.4, 0.4, 0.0], [0.4, 0.4, 0.0], [0.2, -0.1, 0.1], [-0.4, 0.2, 0.7]],
  "smiles": "O=C(O)/C(=N/S)NS",
  "fmax_ev_per_a": 1.0,
  "e_lumo_ev": 0.5,
  "e_above_lowest_kcal_mol": 0.00,
  "homo_lumo_gap_ha": 0.3480
}

No. 8
{
  "formula": "C2H4N2O3",
  "method": "ωB97M-V/def2-TZVPD",
  "symbols": ["C", "N", "O", "C", "O", "N", "O", "H", "H", "H", "H"],
  "xyz": [[2.16049, 1.16415, 0.45596], [1.49062, 0.49268, -0.42281], [0.30781, -0.13004, 0.06919], [-0.49768, -0.60740, -0.96723], [-0.41308, -0.78594, -2.15091], [-1.73118, -0.85232, -0.22133], [-2.06378, -0.23866, 0.91074], [3.08274, 1.71581, 0.05337], [1.90388, 1.15540, 1.51353], [-2.42082, -0.95996, -0.82667], [-1.81898, -0.95371, 1.58615]],
  "atomic_forces_ev_per_a": [[-0.2, -0.9, -1.6], [0.8, 1.0, 0.4], [1.7, 0.3, -1.3], [-2.7, 0.7, 2.4], [0.9, 0.2, 1.6], [5.6, -1.0, -1.6], [0.4, -0.9, 3.3], [-1.6, -1.0, 0.7], [0.0, 0.2, -0.1], [-4.1, -0.5, -3.0], [-0.7, 1.9, -0.8]],
  "smiles": "C=NOC(=O)NO",
  "fmax_ev_per_a": 5.9,
  "e_lumo_ev": 0.7,
  "e_above_lowest_kcal_mol": 121.28,
  "homo_lumo_gap_ha": 0.3871
}

No. 9
{
  "formula": "C2H4N2O3",
  "method": "ωB97M-V/def2-TZVPD",
  "symbols": ["O", "C", "N", "O", "C", "N", "O", "H", "H", "H", "H"],
  "xyz": [[0.45250, -0.56638, 1.84104], [0.89998, 0.50473, 1.31888], [0.11800, 0.91948, 0.39205], [-1.07583, 0.33595, 0.24612], [-1.13332, -0.91476, -0.23407], [-0.35860, -1.12792, -1.27869], [0.11278, 0.11748, -1.78930], [1.82217, 1.27609, 1.85184], [0.31683, 1.57584, -0.35878], [-1.55383, -1.79949, 0.49672], [0.39932, -0.32102, -2.48580]],
  "atomic_forces_ev_per_a": [[3.0, 2.2, 0.3], [0.6, -2.9, 5.4], [0.2, 3.8, -2.7], [-3.2, 0.7, 1.0], [3.2, -2.5, -0.7], [-3.0, -0.4, 2.6], [-2.2, 0.9, 4.1], [-2.5, -2.4, -2.2], [0.1, -0.2, 0.6], [1.0, 2.5, -2.3], [2.8, -1.8, -6.0]],
  "smiles": "O=CNO/C=N\\O",
  "fmax_ev_per_a": 6.9,
  "e_lumo_ev": 0.7,
  "e_above_lowest_kcal_mol": 170.66,
  "homo_lumo_gap_ha": 0.3802
}

No. 10
{
  "formula": "C2H4N2O3",
  "method": "ωB97M-V/def2-TZVPD",
  "symbols": ["N", "C", "N", "C", "O", "O", "O", "H", "H", "H", "H"],
  "xyz": [[0.77265, -1.05561, -0.31335], [0.36918, 0.21466, -0.11696], [1.19369, 1.26665, -0.10055], [-1.95226, -0.40938, -0.04550], [0.40362, -1.33258, 1.07545], [-0.91954, 0.56362, -0.23623], [-3.04210, -0.14298, -0.41030], [1.77574, -1.15953, -0.45009], [0.79963, 2.19564, -0.08802], [2.14102, 1.15452, 0.22095], [-1.54163, -1.29500, 0.46460]],
  "atomic_forces_ev_per_a": [[-0.2, 0.0, -0.1], [-0.2, -0.5, -0.2], [-0.2, 0.0, 0.2], [0.3, -0.1, -0.2], [0.1, 0.6, -0.1], [0.1, 0.0, 0.1], [0.3, 0.0, 0.1], [-0.1, 0.1, 0.1], [0.0, -0.1, 0.2], [0.0, -0.1, -0.2], [-0.1, 0.2, 0.0]],
  "fmax_ev_per_a": 0.6,
  "e_lumo_ev": 0.4,
  "e_above_lowest_kcal_mol": 102.55,
  "homo_lumo_gap_ha": 0.3304
}